C5H8N | wB97M-V/def2-TZVPD

```
! RIJCOSX wB97M-V def2-TZVPD def2/J DEFGRID3
* xyz 1 1
C 1.383 -0.766 0.358
C 0.062 1.743 0.180
C 0.903 -0.144 -0.911
C 1.027 0.676 0.313
C -0.398 0.451 -0.561
N -1.331 -0.457 0.121
H 0.739 -1.689 0.819
H 2.466 -1.141 0.585
H -0.429 1.978 1.168
H 0.448 2.507 -0.434
H 1.816 0.028 -2.691
H -1.888 -0.797 -0.734
H -2.016 0.138 0.676
H -0.697 -1.107 0.496
*
```

- LUMO (spin up / spin down) (eV) = -4.51 / -4.27
- energy relative to the best compared isomer or geometry (same formula, charge and spin) (kcal per mole) = 229.0
- DFT total energy (hartree) = -249.46028
- HOMO level (spin up / spin down) (eV) = -13.23 / -13.04


C39H32ClFeN2O2S | wB97M-V/def2-TZVPD

```
! RIJCOSX wB97M-V def2-TZVPD def2/J DEFGRID3
* xyz 0 6
Fe 0.195 -0.985 0.807
Cl 4.771 -2.020 6.559
C 3.500 -1.807 5.382
C 2.165 -1.796 5.804
C 1.153 -1.632 4.896
C 1.415 -1.468 3.511
O 0.425 -1.319 2.692
C 2.772 -1.478 3.107
C 3.201 -1.312 1.734
N 2.446 -1.133 0.710
C 3.034 -0.999 -0.583
C 4.368 -1.079 -0.876
C 4.843 -0.917 -2.199
C 3.981 -0.676 -3.225
C 2.588 -0.595 -2.966
C 1.637 -0.344 -3.987
C 0.315 -0.264 -3.679
C -0.067 -0.449 -2.328
N 0.785 -0.696 -1.368
C 2.118 -0.763 -1.655
C 3.795 -1.650 4.057
H 1.943 -1.919 6.855
H 0.118 -1.619 5.210
H 4.286 -1.356 1.620
H 5.097 -1.269 -0.101
H 5.907 -0.983 -2.382
H 4.338 -0.543 -4.237
H 1.982 -0.215 -5.006
H -0.441 -0.070 -4.426
H -1.111 -0.379 -2.053
H 4.828 -1.655 3.732
C 0.492 1.089 0.878
C 0.652 2.296 0.918
C 0.815 3.720 0.976
C -0.046 4.506 1.746
C 0.093 5.884 1.779
C 1.096 6.505 1.048
C 1.960 5.733 0.282
C 1.821 4.356 0.245
H -0.820 4.019 2.323
H -0.582 6.476 2.384
H 1.207 7.581 1.078
H 2.747 6.207 -0.290
H 2.491 3.753 -0.353
C 0.477 -3.120 0.283
C -0.858 -3.652 0.013
C -1.710 -4.072 1.046
C -2.989 -4.531 0.781
C -3.468 -4.596 -0.524
C -2.639 -4.188 -1.560
C -1.361 -3.719 -1.296
H 1.142 -3.176 -0.573
H 0.940 -3.460 1.204
H -1.353 -4.022 2.068
H -3.618 -4.858 1.602
H -4.461 -4.972 -0.728
H -2.986 -4.245 -2.585
H -0.717 -3.421 -2.116
C -2.867 3.709 -3.678
C -3.008 2.579 -2.699
C -2.451 2.675 -1.425
C -2.527 1.623 -0.531
C -3.168 0.456 -0.922
C -3.727 0.329 -2.186
C -3.658 1.401 -3.062
S -3.135 -0.973 0.120
C -4.250 -0.445 1.399
O -1.808 -0.975 0.853
H -2.869 4.673 -3.171
H -3.673 3.701 -4.411
H -1.923 3.629 -4.220
H -1.927 3.578 -1.135
H -2.038 1.691 0.431
H -4.203 -0.596 -2.485
H -4.099 1.314 -4.047
H -3.904 0.507 1.795
H -4.230 -1.217 2.166
H -5.248 -0.358 0.974
*
```

- LUMO (spin up / spin down) (eV) = -0.47 / -0.50
- energy relative to the best compared isomer or geometry (same formula, charge and spin) (kcal per mole) = 10.6
- DFT total energy (hartree) = -3887.36370
- HOMO level (spin up / spin down) (eV) = -6.48 / -7.07


C63H44N5O3SV | wB97M-V/def2-TZVPD

```
! RIJCOSX wB97M-V def2-TZVPD def2/J DEFGRID3
* xyz 0 1
V 0.103 -0.165 1.212
C -6.266 3.182 3.828
C -5.338 2.885 4.811
C -4.137 2.283 4.477
C -3.858 1.964 3.154
C -4.793 2.266 2.169
C -5.990 2.872 2.507
C -2.591 1.297 2.761
C -1.487 2.094 2.456
C -1.538 3.520 2.500
C -0.345 3.968 2.031
C 0.435 2.813 1.722
N -0.263 1.678 2.006
C 1.708 2.882 1.144
C 2.421 1.761 0.746
C 3.797 1.818 0.326
C 4.215 0.542 0.195
C 3.093 -0.297 0.518
C 3.168 -1.677 0.599
C 4.445 -2.368 0.322
C 5.056 -3.088 1.347
C 6.243 -3.760 1.126
C 6.834 -3.728 -0.126
C 6.233 -3.018 -1.152
C 5.049 -2.338 -0.930
C 2.086 -2.477 0.978
N 0.869 -2.043 1.421
C 0.110 -3.174 1.563
C -1.217 -3.255 1.997
C -1.828 -4.595 2.122
C -1.333 -5.531 3.025
C -1.900 -6.790 3.108
C -2.962 -7.132 2.287
C -3.461 -6.205 1.387
C -2.900 -4.944 1.306
C -1.987 -2.142 2.300
C -3.322 -2.194 2.838
C -3.707 -0.914 3.043
C -2.602 -0.083 2.646
N -1.574 -0.851 2.187
C 0.860 -4.331 1.190
C 2.099 -3.897 0.842
N 2.000 0.465 0.832
C 2.334 4.208 0.991
C 2.774 4.659 -0.250
C 3.364 5.903 -0.375
C 3.530 6.710 0.738
C 3.106 6.264 1.978
C 2.515 5.022 2.106
H -7.200 3.658 4.090
H -5.547 3.128 5.842
H -3.410 2.050 5.242
H -4.572 2.024 1.140
H -6.710 3.106 1.737
H -2.385 4.094 2.826
H -0.029 4.984 1.883
H 4.366 2.719 0.201
H 5.191 0.184 -0.069
H 4.591 -3.110 2.322
H 6.711 -4.307 1.932
H 7.764 -4.250 -0.299
H 6.693 -2.993 -2.129
H 4.579 -1.789 -1.734
H -0.507 -5.265 3.668
H -1.507 -7.509 3.812
H -3.393 -8.121 2.344
H -4.286 -6.466 0.741
H -3.275 -4.221 0.597
H -3.869 -3.093 3.047
H -4.635 -0.550 3.443
H 0.491 -5.338 1.181
H 2.927 -4.478 0.482
H 2.641 4.029 -1.117
H 3.703 6.241 -1.344
H 3.996 7.680 0.644
H 3.244 6.884 2.852
H 2.201 4.664 3.076
O 0.347 -1.714 -1.232
C -0.741 -1.268 -2.019
C -1.435 -0.133 -1.205
O -2.463 0.383 -1.599
O -0.799 0.154 -0.151
C -1.674 -2.432 -2.290
C -1.187 -3.467 -3.083
C -1.963 -4.582 -3.335
C -3.240 -4.668 -2.807
C -3.726 -3.643 -2.015
C -2.943 -2.533 -1.743
C -0.278 -0.595 -3.293
C 1.046 -0.204 -3.438
C 1.455 0.444 -4.590
C 0.543 0.721 -5.594
C -0.782 0.346 -5.442
C -1.194 -0.313 -4.298
H 0.791 -2.426 -1.712
H -0.197 -3.393 -3.515
H -1.571 -5.381 -3.949
H -3.856 -5.528 -3.019
H -4.724 -3.704 -1.605
H -3.329 -1.740 -1.122
H 1.747 -0.382 -2.633
H 2.492 0.736 -4.693
H 0.864 1.236 -6.489
H -1.502 0.563 -6.219
H -2.227 -0.600 -4.174
S 0.063 2.521 -1.738
C 0.488 3.862 -2.609
N -0.102 5.071 -2.322
C 0.202 6.222 -2.957
C 1.145 6.247 -3.936
C 1.786 5.031 -4.289
C 1.454 3.877 -3.655
H -0.798 5.050 -1.584
H -0.341 7.100 -2.639
H 1.389 7.165 -4.443
H 2.534 5.029 -5.067
H 1.901 2.932 -3.912
*
```

- LUMO (spin up / spin down) (eV) = -0.92 / -0.92
- DFT total energy (hartree) = -4268.90882
- HOMO level (spin up / spin down) (eV) = -6.45 / -6.52


C38H40Cl3IN9O3Rb | wB97M-V/def2-TZVPD

```
! RIJCOSX wB97M-V def2-TZVPD def2/J DEFGRID3
* xyz 0 1
Rb -0.894 -0.006 0.393
C -1.648 0.725 -4.720
C -0.954 0.619 -3.501
N -1.366 1.172 -2.385
C -2.507 1.900 -2.398
C -3.305 2.042 -3.574
C -2.829 1.411 -4.746
C -4.480 2.813 -3.549
C -4.828 3.471 -2.389
C -4.044 3.393 -1.244
C -2.876 2.610 -1.192
N -2.135 2.454 -0.088
C -1.990 3.435 0.832
C -1.817 4.782 0.490
C -1.535 5.756 1.449
C -1.436 5.438 2.782
C -1.635 4.105 3.192
C -1.613 3.714 4.550
C -1.922 2.428 4.889
C -2.203 1.511 3.860
N -2.173 1.812 2.585
C -1.910 3.092 2.229
H -1.247 0.262 -5.614
H -0.015 0.075 -3.451
H -3.410 1.496 -5.659
H -5.076 2.906 -4.449
H -5.723 4.083 -2.373
H -4.336 3.928 -0.350
H -1.877 5.053 -0.556
H -1.402 6.782 1.126
H -1.216 6.194 3.526
H -1.372 4.448 5.310
H -1.958 2.109 5.923
H -2.476 0.492 4.108
I -5.222 -6.359 2.998
C -3.917 -5.325 1.756
C -4.190 -4.201 1.010
N -3.044 -3.876 0.386
N -2.049 -4.719 0.679
C -2.564 -5.607 1.513
H -5.091 -3.625 0.890
H -2.895 -3.102 -0.277
H -1.978 -6.420 1.909
Cl -0.882 -3.993 4.083
C -0.576 -2.272 3.734
Cl -1.751 -1.716 2.555
Cl -0.716 -1.343 5.230
C 0.891 -2.176 3.213
O 1.756 -2.585 3.990
O 1.047 -1.750 2.030
C 7.607 2.296 0.208
C 6.182 1.981 -0.142
C 5.247 2.987 -0.333
C 3.923 2.710 -0.642
C 2.973 3.867 -0.831
C 3.510 1.369 -0.755
C 2.092 1.108 -1.034
O 1.528 0.033 -0.964
C 4.456 0.331 -0.574
C 4.091 -1.120 -0.731
C 5.765 0.659 -0.273
H 7.808 3.363 0.142
H 8.291 1.768 -0.457
H 7.823 1.969 1.228
H 5.554 4.022 -0.235
H 3.502 4.805 -0.681
H 2.145 3.832 -0.122
H 2.553 3.875 -1.838
H 1.503 1.992 -1.336
H 3.815 -1.335 -1.765
H 3.225 -1.361 -0.122
H 4.941 -1.753 -0.466
H 6.494 -0.132 -0.129
N -3.193 -1.815 -3.787
C -2.044 -2.559 -3.739
C -1.724 -2.655 -2.420
N -2.664 -1.981 -1.667
C -3.522 -1.481 -2.525
H -3.677 -1.525 -4.617
H -1.560 -2.935 -4.622
H -0.900 -3.177 -1.957
H -4.397 -0.903 -2.273
N 3.435 -3.668 1.438
C 2.625 -4.890 1.216
C 1.942 -4.845 -0.153
N 0.835 -3.933 -0.365
H 3.743 -3.614 2.415
H 2.773 -2.813 1.411
H 4.207 -3.591 0.785
H 1.884 -4.952 2.012
H 3.280 -5.759 1.277
H 1.570 -5.852 -0.351
H 2.714 -4.630 -0.902
H 1.026 -2.947 -0.203
H 0.006 -4.179 0.174
*
```

- LUMO (eV) = -0.38
- energy relative to the best compared isomer or geometry (same formula, charge and spin) (kcal per mole) = 0.0
- DFT total energy (hartree) = -3892.96868
- HOMO level (eV) = -5.48


C3H2N2O | wB97M-V/def2-TZVPD

```
! RIJCOSX wB97M-V def2-TZVPD def2/J DEFGRID3
* xyz 0 3
C 1.759 -0.382 -0.024
C -1.402 1.343 0.447
C -0.450 -0.793 -0.131
N 2.789 -0.184 0.405
N 0.637 -0.395 -0.683
O -1.482 2.230 -0.220
H -0.574 -1.101 0.901
H -1.278 -0.718 -0.696
*
```

- LUMO (spin up / spin down) (eV) = 0.87 / -4.31
- energy relative to the best compared isomer or geometry (same formula, charge and spin) (kcal per mole) = 47.7
- DFT total energy (hartree) = -300.04676
- HOMO level (spin up / spin down) (eV) = -7.21 / -11.07


C5H14NO | wB97M-V/def2-TZVPD

```
! RIJCOSX wB97M-V def2-TZVPD def2/J DEFGRID3
* xyz 1 1
C 1.513 -1.344 1.630
C 0.762 -0.598 0.588
C 0.341 0.852 0.833
C 0.139 1.606 -0.442
C 0.600 2.827 -0.624
N -0.534 -1.393 0.279
H 0.948 -1.441 2.562
H 1.857 -2.332 1.317
H 2.418 -0.835 1.964
H 1.327 -0.570 -0.350
H 1.035 1.321 1.537
H -0.544 0.926 1.497
H -0.503 1.150 -1.189
H 0.653 3.413 -1.529
H 1.169 3.303 0.171
H -0.251 -2.334 0.038
H -1.132 -0.914 -0.430
H -0.992 -1.367 1.185
H -2.413 -0.367 -2.630
H -2.058 -1.912 -2.345
O -2.231 -1.056 -1.957
*
```

- LUMO (eV) = -3.18
- energy relative to the best compared isomer or geometry (same formula, charge and spin) (kcal per mole) = 29.7
- DFT total energy (hartree) = -328.63887
- HOMO level (eV) = -13.46